ORCA calculation (ωB97M-V with the def2-TZVPD basis set) on C4H4Cl2IrO4Sc as an isolated structure.

Cartesian coordinates (Å):
Sc 4.404 -4.295 -2.412
Ir 0.122 0.056 -0.093
Cl 4.067 -2.109 -2.474
Cl 1.045 -1.909 -1.060
C -1.208 0.285 -1.277
C 6.341 -4.971 -3.386
C 3.961 -4.937 -4.442
O -2.008 0.388 -2.129
O 7.209 -5.360 -4.064
O 3.884 -5.025 -5.613
C 0.421 0.908 2.759
O 0.990 0.258 1.614
H 1.023 1.811 2.891
H 0.624 0.287 3.641
H -0.639 1.170 2.530
H 1.575 -0.515 1.803

Summary:
expectation value of S²: 6.02
Kohn-Sham gap (alpha / beta): 8.018 / 6.270 eV
DFT total energy: -60933.1225 eV
HOMO level (alpha / beta): -24.9 / -25.4 eV
2S+1: 5
charge: +4
ΔE to the lowest compared entry with this formula, charge and spin: 0.00 kcal/mol
strongest force on any atom: 12.7 eV Å⁻¹